(1)
Formula: C16H29N6O3
Source: OMol25
Level of theory: ωB97M-V/def2-TZVPD

The lowest unoccupied orbital energy comes out at -0.1041 Eh. For the orbital gap, the calculation gives 8.82 eV. For the relative energy (zero: lowest compared OMol25 entry of this formula, charge and spin), the calculation gives 21.442 eV. As for the HOMO energy: -11.6551 eV. For the calculated total energy, the calculation gives -32119.20951 eV. The net charge is +1.

Geometry (Å):
O1 -0.47 -0.96 -2.62
O2 -3.66 -0.76 -2.46
O3 0.83 0.75 -2.49
N1 -3.11 -1.86 -0.85
N2 -1.13 -2.99 -0.23
N3 0.41 -0.27 0.66
N4 -0.65 -0.74 -0.09
N5 -1.41 0.56 0.00
N6 1.03 2.79 2.38
C1 4.09 1.97 1.75
C2 -0.66 1.46 0.58
C3 0.34 1.03 1.00
C4 -3.42 -2.94 -1.55
C5 -2.02 -2.99 0.79
C6 -1.89 -3.44 -1.69
C7 1.53 1.56 1.74
C8 -2.11 1.41 -2.08
C9 -0.33 0.31 -2.70
C10 4.31 1.20 3.21
C11 -3.13 -0.55 -1.51
C12 -1.45 0.93 -3.15
C13 -3.10 -1.87 0.83
C14 5.16 1.97 1.10
C15 -2.59 0.63 -0.79
C16 2.80 1.41 1.13
H1 -2.62 -1.10 1.21
H2 4.56 -0.02 2.89
H3 2.88 1.89 0.31
H4 -1.16 -2.95 1.60
H5 -2.05 -4.70 -1.79
H6 -3.38 1.21 -0.09
H7 -3.82 -2.33 1.33
H8 3.03 0.24 1.10
H9 -3.28 1.94 -2.49
H10 -3.93 -3.82 -0.92
H11 5.38 0.88 0.67
H12 -1.32 -3.22 -2.49
H13 -3.91 -2.74 -2.57
H14 5.05 2.55 0.13
H15 1.19 3.60 1.61
H16 -1.01 2.00 -3.89
H17 -2.29 -4.14 0.94
H18 -0.18 -3.59 -0.37
H19 1.71 3.13 3.00
H20 -0.72 -2.04 -0.48
H21 5.30 1.41 3.70
H22 3.70 3.04 2.26
H23 -2.14 0.45 -3.83
H24 3.45 1.36 3.98
H25 -1.16 2.52 0.98
H26 6.01 2.20 1.58
H27 -1.76 2.66 -1.77
H28 1.63 0.25 -2.35
H29 1.46 0.72 2.76

***

(2)
Formula: C16H29N6O3
Source: OMol25
Level of theory: ωB97M-V/def2-TZVPD

The lowest unoccupied orbital energy comes out at -0.0839 Eh. For the orbital gap, the calculation gives 9.78 eV. For the relative energy (zero: lowest compared OMol25 entry of this formula, charge and spin), the calculation gives 0.297 eV. As for the structure (SMILES): CC[C@@H](C)[C@H](N)c1cn([C@@H](CCC(=O)O)C(=O)N2CC[NH2+]CC2)nn1. As for the HOMO energy: -12.0593 eV. For the calculated total energy, the calculation gives -32140.35357 eV. The net charge is +1.

Geometry (Å):
O1 -3.30 1.87 -4.88
O2 -1.76 2.84 -3.59
O3 -0.35 -0.20 -3.57
N1 -0.62 0.09 -0.25
N2 -1.30 -0.93 3.71
N3 1.06 -0.06 1.08
N4 2.64 1.61 -1.28
N5 0.70 0.28 -0.11
N6 0.49 1.61 -2.56
C1 -1.35 0.30 -1.48
C2 -0.42 -3.38 2.38
C3 -2.50 1.31 -1.34
C4 -3.36 1.34 -2.60
C5 -0.01 -0.50 1.75
C6 -2.70 2.10 -3.73
C7 0.04 -1.02 3.15
C8 -1.10 -0.41 0.90
C9 0.78 -2.99 4.57
C10 2.86 1.26 -2.71
C11 1.60 1.65 -3.49
C12 0.52 2.72 -1.64
C13 1.98 2.93 -1.17
C14 0.55 -2.48 3.14
C15 -0.37 0.57 -2.64
C16 1.74 -4.17 4.63
H1 2.50 3.66 -1.79
H2 -2.14 2.31 -1.15
H3 3.05 0.19 -2.77
H4 1.36 -5.01 4.06
H5 -3.60 0.33 -2.96
H6 -2.12 -0.68 1.06
H7 -0.12 -4.42 2.47
H8 0.79 -0.42 3.70
H9 1.88 -4.48 5.66
H10 0.14 3.61 -2.15
H11 -0.11 2.52 -0.78
H12 -1.43 -3.27 2.78
H13 3.73 1.79 -3.09
H14 -1.55 0.04 3.88
H15 -3.12 1.00 -0.49
H16 1.90 0.92 -0.83
H17 -1.80 -0.67 -1.75
H18 1.67 2.65 -3.92
H19 -0.44 -3.13 1.32
H20 1.51 -2.48 2.62
H21 -4.31 1.84 -2.39
H22 3.51 1.57 -0.75
H23 -1.33 -1.41 4.60
H24 -2.89 2.38 -5.61
H25 2.00 3.27 -0.14
H26 1.40 0.93 -4.29
H27 2.71 -3.89 4.22
H28 -0.18 -3.29 5.01
H29 1.19 -2.18 5.18

***

(3)
Formula: C16H29NO4PRbS9
Source: OMol25
Level of theory: ωB97M-V/def2-TZVPD

The lowest unoccupied orbital energy comes out at 0.1310 Eh. For the orbital gap, the calculation gives 6.11 eV. For the relative energy (zero: lowest compared OMol25 entry of this formula, charge and spin), the calculation gives 0.000 eV. As for the HOMO energy: -2.5456 eV. For the calculated total energy, the calculation gives -134210.83096 eV. The net charge is -2.

Geometry (Å):
Rb1 -0.07 -1.89 0.36
S1 -3.00 -2.54 -0.57
S2 -0.70 -5.33 -0.43
S3 -3.61 2.42 -2.58
S4 7.06 -1.82 -0.36
S5 6.16 -2.18 2.30
S6 3.39 -1.16 1.89
S7 4.45 -0.87 -1.44
S8 -1.25 0.13 -1.78
S9 9.01 -2.86 1.64
P1 -1.78 2.02 -1.98
O1 -2.71 -2.12 0.86
O2 -1.57 2.92 -0.65
O3 -0.66 2.66 -2.95
O4 0.24 -0.80 2.74
N1 -1.47 -7.01 1.73
C1 7.49 -2.31 1.22
C2 -1.55 -1.61 4.07
C3 4.92 -1.54 1.22
C4 -1.15 -6.32 0.85
C5 -1.54 1.72 1.44
C6 0.91 -2.22 4.52
C7 0.65 2.26 0.25
C8 -0.79 2.68 0.53
C9 -4.31 -1.46 -1.14
C10 0.58 4.66 -3.23
C11 -1.26 4.03 -4.84
C12 -0.78 4.02 -3.40
C13 5.39 -1.40 -0.06
C14 -4.01 -4.01 -0.44
C15 -0.10 -1.48 3.69
C16 4.12 0.85 -1.01
H1 -1.00 1.59 2.39
H2 -4.84 -3.78 0.22
H3 0.69 1.36 -0.36
H4 1.32 4.14 -3.85
H5 -1.64 0.75 0.97
H6 -1.32 5.06 -5.21
H7 -1.69 -1.28 5.10
H8 -5.14 -1.52 -0.43
H9 -2.54 2.11 1.65
H10 -1.51 4.54 -2.77
H11 -3.37 -4.80 -0.05
H12 -2.24 3.57 -4.91
H13 5.04 1.42 -0.94
H14 3.49 1.25 -1.80
H15 -4.61 -1.78 -2.14
H16 1.18 3.05 -0.29
H17 -4.36 -4.28 -1.44
H18 -2.17 -1.02 3.39
H19 1.12 -1.62 5.42
H20 -3.91 -0.45 -1.20
H21 1.17 2.07 1.19
H22 -0.76 3.66 1.01
H23 -1.85 -2.66 4.01
H24 -0.55 3.48 -5.46
H25 0.55 5.71 -3.53
H26 3.58 0.88 -0.06
H27 0.53 -3.18 4.85
H28 1.85 -2.33 3.97
H29 0.91 4.60 -2.19

***

(4)
Formula: C16H30Al2BrClF5N2O5S2
Source: OMol25
Level of theory: ωB97M-V/def2-TZVPD

The lowest unoccupied orbital energy comes out at -0.2514 Eh. For the orbital gap, the calculation gives 2.60 eV. As for the HOMO energy: -9.4399 eV. For the calculated total energy, the calculation gives -161311.94657 eV. The net charge is +1.

Geometry (Å):
Br1 -3.58 2.64 -4.66
Cl1 -0.59 -5.48 3.31
S1 0.74 3.02 -1.65
S2 -0.45 -4.29 1.53
Al1 3.77 -0.34 0.85
Al2 6.28 -2.83 0.42
F1 2.26 -0.42 1.60
F2 3.59 -0.08 -0.80
F3 4.59 -1.90 1.07
F4 4.70 0.85 1.54
F5 -4.76 -1.31 0.49
O1 -2.22 -1.13 -2.67
O2 6.08 -1.75 3.95
O3 0.04 1.78 -1.35
O4 -6.33 2.62 -1.70
O5 0.90 4.04 -0.65
N1 -2.54 1.17 -0.45
N2 -4.62 0.66 -0.69
C1 -1.23 -2.86 2.44
C2 -2.68 -0.05 0.21
C3 -2.77 -2.43 -2.81
C4 2.33 2.61 -2.34
C5 -5.33 3.27 -1.50
C6 -2.22 -2.14 1.50
C7 0.04 3.74 -3.14
C8 -1.65 -0.85 0.91
C9 1.16 3.70 -4.19
C10 4.48 -1.24 5.62
C11 5.45 -2.14 4.91
C12 2.07 2.52 -3.84
C13 -4.00 -0.31 0.06
C14 -3.68 1.59 -0.98
C15 -3.97 2.76 -1.73
C16 5.61 -3.54 5.45
H1 -5.60 0.64 -0.95
H2 3.00 2.54 -4.41
H3 4.66 -4.07 5.40
H4 2.70 1.69 -1.91
H5 3.48 -1.67 5.58
H6 -3.09 -1.87 2.10
H7 -2.55 -2.78 0.68
H8 1.56 1.58 -4.07
H9 6.34 -4.08 4.84
H10 -1.44 -4.72 0.70
H11 -3.13 -2.81 -1.84
H12 -2.00 -3.10 -3.18
H13 -5.45 4.30 -1.14
H14 5.96 -3.51 6.48
H15 -3.85 2.43 -3.02
H16 4.47 -0.26 5.14
H17 -0.85 -1.09 0.19
H18 -2.91 -0.56 -2.34
H19 4.78 -1.11 6.66
H20 -1.15 -0.25 1.68
H21 -0.48 -2.21 2.88
H22 -0.28 4.76 -2.92
H23 -0.82 3.14 -3.44
H24 -1.66 1.68 -0.51
H25 -3.21 3.52 -1.56
H26 -1.82 -3.31 3.23
H27 1.73 4.63 -4.15
H28 -3.60 -2.42 -3.52
H29 0.74 3.62 -5.19
H30 3.01 3.43 -2.11